DFT (the ωB97M-V functional and the def2-TZVPD basis) results for 5 unconnected molecules or ions with the total composition C30H71O16P.

Last column: Löwdin charge in e.
Atoms and positions in Å:
1 C -6.51444 -3.68719 -6.10169  -0.070
2 C -5.04030 -3.75177 -5.75370  -0.268
3 O -4.30440 -2.74188 -6.45664  -0.186
4 P -2.88191 -2.28643 -5.90655  0.375
5 O -1.89557 -3.32388 -5.60768  -0.217
6 O -2.37594 -1.25513 -6.99735  -0.197
7 C -2.21171 -1.62307 -8.37875  -0.242
8 C -1.10834 -0.77993 -8.98443  -0.059
9 O -3.28827 -1.37389 -4.65295  -0.203
10 C -4.32591 -0.37315 -4.69900  -0.227
11 C -3.91152 0.84070 -5.54522  -0.068
12 H -6.69131 -4.00217 -7.12762  0.078
13 H -7.00240 -4.43775 -5.47219  0.081
14 H -6.99100 -2.73844 -5.86238  0.072
15 H -4.85598 -3.67819 -4.68025  0.120
16 H -4.68366 -4.73516 -6.06795  0.122
17 H -1.95325 -2.68523 -8.38670  0.116
18 H -3.14314 -1.48194 -8.92794  0.118
19 H -0.43455 -0.36203 -8.23941  0.067
20 H -0.49900 -1.34975 -9.69105  0.078
21 H -1.52046 0.01147 -9.61464  0.073
22 H -5.29722 -0.75900 -4.99674  0.111
23 H -4.31432 -0.02724 -3.66491  0.105
24 H -4.44119 1.70935 -5.14274  0.077
25 H -2.85401 1.08092 -5.48788  0.076
26 H -4.23305 0.67985 -6.57261  0.072
27 C 1.57571 -5.94444 2.26614  -0.114
28 O 1.88062 -5.14649 1.14334  -0.189
29 C 2.01746 -3.76959 1.44178  -0.207
30 C 2.78621 -3.09939 0.33676  -0.192
31 O 2.62477 -1.70285 0.49986  -0.138
32 C 3.39612 -0.97059 -0.43324  -0.180
33 C 4.66265 -0.45289 0.23571  -0.203
34 O 4.23357 0.34179 1.32839  -0.199
35 C 5.26703 0.65480 2.24178  -0.108
36 H 0.87186 -5.47774 2.96056  0.087
37 H 2.49758 -6.20254 2.79759  0.088
38 H 1.12295 -6.85387 1.87346  0.086
39 H 2.48793 -3.68916 2.43103  0.129
40 H 1.04405 -3.26629 1.54063  0.121
41 H 2.42992 -3.43413 -0.64425  0.133
42 H 3.85671 -3.33957 0.40898  0.130
43 H 2.77517 -0.19513 -0.87223  0.113
44 H 3.74646 -1.61226 -1.24949  0.127
45 H 5.25594 0.20484 -0.41603  0.127
46 H 5.32244 -1.27348 0.54510  0.123
47 H 4.85405 1.39325 2.92899  0.086
48 H 6.13011 1.07387 1.71611  0.086
49 H 5.51295 -0.22743 2.84261  0.089
50 C 4.95684 5.08530 10.14665  -0.098
51 O 3.61094 5.15896 9.69471  -0.210
52 C 2.68047 5.17569 10.76289  -0.215
53 C 1.27285 5.36137 10.24638  -0.191
54 O 0.58534 4.18248 9.88805  -0.139
55 C 1.14882 3.39966 8.86208  -0.187
56 C 0.01648 2.77066 8.04560  -0.234
57 O 0.38895 1.50977 7.59631  -0.180
58 C -0.49039 0.95765 6.62428  -0.088
59 H 5.05365 4.25767 10.85838  0.086
60 H 5.21000 5.96832 10.74647  0.084
61 H 5.52842 5.01039 9.23049  0.089
62 H 2.86713 6.05552 11.39409  0.125
63 H 2.78040 4.22400 11.29649  0.134
64 H 1.26122 6.01776 9.36509  0.135
65 H 0.68573 5.86495 11.01462  0.124
66 H 1.69897 2.56852 9.31816  0.130
67 H 1.82549 3.93285 8.19232  0.126
68 H -0.20729 3.45635 7.21278  0.124
69 H -0.90513 2.78096 8.64548  0.128
70 H -0.88553 1.67829 5.90640  0.087
71 H -1.36843 0.62926 7.19949  0.091
72 H -0.00818 0.09152 6.19011  0.078
73 C -2.78465 -0.20145 2.80220  -0.119
74 O -1.68754 -0.19288 3.67448  -0.178
75 C -0.43185 -0.45291 3.04976  -0.176
76 C -0.12184 0.55592 1.96201  -0.192
77 O -0.39206 1.89324 2.34472  -0.107
78 C -0.26441 2.77548 1.26067  -0.190
79 C -1.56774 2.96743 0.48143  -0.201
80 O -1.90490 1.78922 -0.21881  -0.230
81 C -2.97278 1.97486 -1.14022  -0.091
82 H -3.61476 -0.69906 3.30753  0.085
83 H -2.64465 -0.64947 1.81296  0.088
84 H -3.14203 0.80798 2.55501  0.084
85 H -0.36271 -1.47575 2.65988  0.118
86 H 0.29156 -0.45164 3.86836  0.114
87 H -0.64698 0.22999 1.06453  0.109
88 H 0.96918 0.49193 1.83840  0.133
89 H 0.50072 2.40181 0.57045  0.124
90 H 0.00517 3.78126 1.58746  0.127
91 H -1.35724 3.77011 -0.24033  0.126
92 H -2.36555 3.23158 1.18276  0.130
93 H -3.84904 2.44652 -0.69270  0.092
94 H -3.20973 0.99200 -1.53617  0.066
95 H -2.55143 2.60085 -1.93439  0.091
96 C -0.92140 -2.92611 -1.97254  -0.109
97 O -0.20387 -1.75694 -1.71547  -0.162
98 C -0.79320 -0.61936 -2.29848  -0.198
99 C 0.21754 0.48721 -2.46254  -0.175
100 O 1.31836 0.18598 -3.30768  -0.136
101 C 1.03534 0.26770 -4.68383  -0.199
102 C 1.97104 -0.64431 -5.46688  -0.204
103 O 1.80385 -0.36194 -6.83006  -0.198
104 C 2.84716 -0.85008 -7.63716  -0.111
105 H -0.48955 -3.77704 -1.44861  0.086
106 H -1.05817 -3.21611 -3.02452  0.077
107 H -1.96342 -2.78975 -1.62896  0.090
108 H -1.58752 -0.28339 -1.62919  0.104
109 H -1.17498 -0.80877 -3.30845  0.106
110 H 0.73353 0.63445 -1.50566  0.113
111 H -0.13005 1.48707 -2.74783  0.131
112 H 1.13157 1.30190 -5.03291  0.133
113 H 0.01217 -0.05500 -4.92322  0.118
114 H 1.75673 -1.69360 -5.25176  0.137
115 H 2.95673 -0.35167 -5.07433  0.131
116 H 2.61481 -0.60602 -8.67583  0.084
117 H 2.96652 -1.93094 -7.53082  0.092
118 H 3.77592 -0.29798 -7.44523  0.089

The SMILES is CCOP(=O)(OCC)OCC.COCCOCCOC.COCCOCCOC.COCCOCCOC.COCCOCCOC.

---

DFT (the ωB97M-V functional and the def2-TZVPD basis) results for a molecular structure, C30H74N4NbO7.

Last column: Löwdin charge in e.
Atoms and positions in Å:
1 C 4.26524 6.62497 -6.02866  -0.122
2 O 3.18359 7.25118 -5.37334  -0.201
3 C 2.88187 6.65082 -4.12205  -0.240
4 C 1.82170 5.55860 -4.28671  -0.171
5 C 1.16319 4.96318 -3.02232  -0.187
6 C 0.77550 5.92328 -1.87417  -0.194
7 C 1.56784 5.85481 -0.54845  -0.213
8 C 3.06832 6.17313 -0.50945  -0.222
9 C 4.01075 5.03198 -0.94513  -0.358
10 C 4.10443 3.86610 0.06247  -0.419
11 Nb 5.18759 2.11414 -0.89050  1.038
12 C 6.02976 1.01956 0.91179  -0.362
13 C 5.69735 -0.41055 1.13797  -0.567
14 C 6.35100 -1.43418 0.23026  -0.107
15 N 4.89056 -0.86250 2.02730  0.082
16 H 4.32512 7.04660 -7.03514  0.083
17 H 4.12615 5.53863 -6.10495  0.086
18 H 5.21031 6.81181 -5.49743  0.088
19 H 3.80093 6.25290 -3.68471  0.112
20 H 2.51746 7.45507 -3.47397  0.112
21 H 1.03813 6.00751 -4.91563  0.114
22 H 2.26281 4.72980 -4.85625  0.109
23 H 1.75968 4.13405 -2.62001  0.104
24 H 0.23988 4.49617 -3.38877  0.101
25 H -0.25020 5.67684 -1.58957  0.076
26 H 0.74751 6.96357 -2.23904  0.105
27 H 1.41718 4.85487 -0.10751  0.090
28 H 1.06842 6.55853 0.13201  0.104
29 H 3.33736 6.40440 0.53151  0.102
30 H 3.25857 7.09197 -1.08520  0.096
31 H 5.01644 5.45186 -1.08234  0.085
32 H 3.71865 4.66313 -1.93088  0.046
33 H 4.70265 4.19120 0.93092  0.024
34 H 3.10898 3.58258 0.42760  0.008
35 H 6.75659 3.12409 -1.09979  -0.159
36 H 5.99796 0.63004 -1.62972  -0.145
37 H 3.67388 1.04829 -0.82718  -0.147
38 H 4.84529 2.24528 -2.68368  -0.155
39 H 7.11540 1.11944 0.78027  0.031
40 H 5.72074 1.60648 1.79117  0.038
41 H 6.36890 -2.40629 0.73230  0.059
42 H 5.77864 -1.51322 -0.69758  0.047
43 H 7.36491 -1.13324 -0.05231  0.064
44 H 4.48786 -0.09162 2.56080  0.032
45 C 3.49907 -3.94147 2.05455  -0.112
46 O 2.77325 -4.84000 1.22655  -0.200
47 C 3.34304 -5.04002 -0.05534  -0.218
48 C 3.88978 -6.44337 -0.18780  -0.223
49 N 5.05374 -6.63589 0.65850  -0.049
50 C 5.51180 -8.00697 0.78146  -0.210
51 C 4.55951 -9.04003 1.37102  -0.234
52 O 4.29026 -8.87148 2.74914  -0.183
53 C 3.29286 -7.91849 3.05898  -0.102
54 H 2.86510 -3.71754 2.91086  0.085
55 H 4.43707 -4.37926 2.41994  0.076
56 H 3.74066 -3.00546 1.54961  0.054
57 H 4.12595 -4.29949 -0.24529  0.122
58 H 2.55633 -4.90171 -0.80274  0.121
59 H 4.18077 -6.61639 -1.23000  0.122
60 H 3.06461 -7.13551 0.04099  0.102
61 H 4.86251 -6.25461 1.57561  0.072
62 H 6.41476 -8.00482 1.39742  0.119
63 H 5.80778 -8.35988 -0.21386  0.116
64 H 5.03911 -10.01817 1.28109  0.117
65 H 3.61632 -9.08722 0.81103  0.108
66 H 2.50976 -7.89845 2.29428  0.087
67 H 3.68813 -6.90433 3.16313  0.074
68 H 2.85092 -8.21417 4.01030  0.085
69 C -6.25338 2.00726 -0.38337  -0.114
70 O -6.02111 2.70528 0.81696  -0.187
71 C -5.36438 1.94875 1.82904  -0.213
72 C -3.94523 2.41770 2.04399  -0.222
73 N -3.10651 2.09269 0.90594  -0.049
74 C -1.76720 2.66239 0.93385  -0.193
75 C -1.62871 4.17700 0.96722  -0.217
76 O -2.02250 4.82562 -0.22670  -0.195
77 C -3.40214 5.06695 -0.37657  -0.101
78 H -6.91541 2.62380 -0.98956  0.089
79 H -5.33517 1.81641 -0.95160  0.081
80 H -6.73863 1.04348 -0.19568  0.070
81 H -5.38812 0.88390 1.58051  0.111
82 H -5.92716 2.08588 2.75576  0.122
83 H -3.54640 1.90983 2.92918  0.125
84 H -3.97790 3.49401 2.27220  0.105
85 H -3.57433 2.37917 0.05637  0.070
86 H -1.23218 2.30163 0.05301  0.126
87 H -1.24104 2.25888 1.80597  0.121
88 H -0.56514 4.40285 1.08629  0.111
89 H -2.15342 4.62544 1.82152  0.112
90 H -3.88021 5.27615 0.58677  0.088
91 H -3.93357 4.23357 -0.84869  0.073
92 H -3.50822 5.94106 -1.01930  0.088
93 C -6.96399 -4.26297 -1.79292  -0.117
94 O -7.87577 -4.59155 -0.76809  -0.194
95 C -7.39579 -5.52903 0.18450  -0.220
96 C -7.15604 -4.87958 1.52703  -0.224
97 N -6.03444 -3.96271 1.46875  -0.049
98 C -5.83276 -3.14364 2.65253  -0.199
99 C -6.95045 -2.20321 3.08197  -0.224
100 O -7.17080 -1.11612 2.20489  -0.191
101 C -7.97711 -1.38966 1.07966  -0.106
102 H -7.51507 -3.69158 -2.53727  0.088
103 H -6.12236 -3.65815 -1.43651  0.081
104 H -6.55725 -5.16196 -2.26778  0.088
105 H -6.47569 -5.99827 -0.17885  0.123
106 H -8.15599 -6.30624 0.29830  0.120
107 H -6.93130 -5.66557 2.25628  0.125
108 H -8.09872 -4.40500 1.83938  0.105
109 H -6.13489 -3.36526 0.65881  0.073
110 H -4.93687 -2.54071 2.48840  0.123
111 H -5.61570 -3.80847 3.49640  0.119
112 H -6.65051 -1.75863 4.03376  0.122
113 H -7.89489 -2.73533 3.25713  0.111
114 H -8.75246 -2.12704 1.31254  0.088
115 H -7.40296 -1.75494 0.22183  0.075
116 H -8.45812 -0.45454 0.79281  0.084

Its net charge is -1.

---

Number 1: HOMO-LUMO gap 9.77 eV, electronic energy -2730.67202 a.u., LUMO level 0.6 eV. Number 2: HOMO-LUMO gap 6.55 eV, electronic energy -1989.73620 a.u., LUMO level 1.9 eV.